C10H11N3O | ωB97M-V/def2-TZVPD

Its spin multiplicity is 1. The value obtained for the highest occupied orbital energy is -7.200 eV. The charge is 0. For the HOMO-LUMO gap, the calculation gives 8.153 eV.

Each line ends with the Löwdin charge.
Element x y z (Å)
C  4.5529  -0.7038  0.4793  -0.110
C  3.7075  0.2085  1.1068  -0.093
C  3.9143  -1.2935  -0.5782  -0.062
C  1.5040  1.0041  0.0020  -0.107
C  0.9317  0.4371  -1.1265  -0.137
C  -0.7337  -1.6060  0.2327  -0.087
C  0.1004  -1.3068  1.1747  -0.220
C  -1.9344  -0.8304  -0.0592  -0.406
C  -2.8465  -1.4424  -1.1181  -0.046
C  -2.2389  0.2974  0.5010  0.022
N  1.8049  -0.4909  -1.5522  0.066
N  2.6968  0.4303  0.2396  -0.031
N  2.8565  -0.4658  -0.7958  -0.100
O  0.8634  -1.0212  1.9709  0.214
H  5.4621  -1.0237  1.1375  0.139
H  4.0598  0.8353  1.8971  0.106
H  4.4194  -2.0456  -1.1528  0.110
H  1.3017  1.9663  0.4641  0.121
H  -0.6019  -2.4737  -0.3783  0.117
H  -2.2616  -2.1030  -1.8781  0.120
H  -3.4096  -0.7226  -1.5845  0.038
H  -3.6155  -1.9766  -0.6474  0.061
H  -0.0056  0.7016  -1.6706  0.129
H  -1.4635  0.6705  1.3003  0.110
H  -3.0642  0.8617  0.1786  0.048

Atomic forces in eV per Å
C 1.469 -0.979 4.034
C 1.593 0.606 -0.427
C 1.620 0.796 0.056
C -1.515 2.663 0.485
C 1.466 0.228 0.225
C -1.493 -0.545 -0.706
C -0.226 -0.490 -0.518
C -0.124 -1.913 -1.607
C 2.978 -1.565 -0.204
C 2.518 1.810 2.731
N -1.462 -0.916 -2.553
N 0.490 -1.054 -1.024
N -0.922 -0.622 0.518
O 1.093 0.341 1.567
H -1.602 0.309 -2.044
H -0.682 0.460 0.293
H -0.973 -0.063 -0.823
H -0.281 -0.507 0.138
H 0.570 -0.415 0.051
H -1.196 1.182 1.307
H -0.837 2.061 -1.611
H -0.763 -1.578 0.832
H 1.146 -0.439 0.720
H -1.977 -0.182 -1.484
H -0.890 0.812 0.041